Record 1
Formula: C2H2N4OS
Source: the Open Molecules 2025 dataset
Level of theory: the ωB97M-V functional and the def2-TZVPD basis

energy above the lowest of the compared OMol25 structures with the same formula, charge and spin = 66.1 kcal/mol
spin multiplicity = 1
lowest unoccupied orbital energy = -1.47 eV
net charge = 0
highest occupied orbital energy = -9.7 eV
SMILES = [H]/N=C\n1nnc(=S)o1
calculated total energy = -20945.084 eV
orbital gap = 8.20 eV

```
10
Properties=species:S:1:pos:R:3:forces:R:3:lowdin_charge:R:1
H 1.029558 -0.750329 -2.108484 1.97 1.38 0.61 0.087
N 1.937785 -0.422618 -1.598560 -1.90 -0.77 2.08 0.101
C 1.573018 -0.106029 -0.383325 1.53 -1.60 -2.87 -0.207
N 0.262339 0.090704 -0.108623 -3.44 0.12 2.96 -0.109
N -0.796130 -0.175334 -0.818319 -0.04 0.30 -1.30 0.080
N -1.865252 0.006739 -0.184880 -0.39 -0.61 -0.37 0.064
C -1.579721 0.339298 1.135847 2.26 -0.02 -1.47 -0.951
S -2.514551 0.834896 2.281315 -1.29 0.40 1.61 0.793
O -0.191673 0.288295 1.237195 0.76 0.17 -0.60 0.004
H 2.144626 -0.105623 0.547834 0.54 0.63 -0.65 0.138
```
Positions in Å, forces in eV/Å.

***

Record 2
Formula: C26H61Cl4N3O12
Source: the Open Molecules 2025 dataset
Level of theory: the ωB97M-V functional and the def2-TZVPD basis

energy above the lowest of the compared OMol25 structures with the same formula, charge and spin = 345.0 kcal/mol
spin multiplicity = 1
lowest unoccupied orbital energy = 0.16 eV
net charge = 0
highest occupied orbital energy = -8.0 eV
calculated total energy = -107065.096 eV
orbital gap = 8.16 eV

```
106
Properties=species:S:1:pos:R:3:forces:R:3:lowdin_charge:R:1
C -31.105528 -11.907225 14.467281 1.19 -0.79 -0.11 -0.047
C -32.131633 -11.990797 13.343742 2.57 1.55 0.91 -0.360
C -31.453664 -12.378764 11.983237 0.25 1.08 0.58 -0.120
O -30.423243 -11.388058 11.674103 -1.32 -1.34 0.63 -0.163
C -29.838896 -11.617908 10.395606 -0.45 1.85 0.63 -0.089
N -33.200281 -12.816575 13.717617 1.88 -0.17 3.89 -0.091
H -31.451473 -11.574805 15.446016 -0.52 0.43 -0.28 0.081
H -30.259648 -11.300357 14.144329 0.08 -0.02 0.21 0.077
H -30.770544 -12.923025 14.677123 0.41 -0.11 -0.11 0.069
H -32.477856 -10.957260 13.337721 -0.40 0.14 -1.04 0.152
H -32.201130 -12.405088 11.190333 0.55 0.03 0.47 0.071
H -31.038275 -13.386507 11.985885 0.33 0.07 0.61 0.105
H -30.613629 -11.709877 9.634403 0.84 -0.45 0.50 0.030
H -29.066572 -12.386775 10.416782 -0.18 -0.29 -0.18 0.097
H -29.400867 -10.643473 10.179520 0.61 -0.17 -0.12 0.085
H -33.692825 -12.448747 14.518991 -0.26 0.92 -0.10 0.138
H -32.987911 -13.715306 14.126616 1.91 0.43 -0.07 0.014
C -27.988028 -9.122604 6.451534 -2.48 -0.15 -0.75 -0.053
C -29.333464 -8.367937 6.836665 1.80 0.07 -0.03 -0.391
C -30.380901 -9.230090 7.568005 1.15 0.49 -0.75 -0.224
O -31.615492 -8.628057 7.384504 -1.67 0.35 -0.35 -0.160
C -32.609440 -9.238324 8.198585 0.66 0.33 0.69 -0.091
N -28.809823 -7.234460 7.596443 -0.16 0.17 0.44 0.013
H -28.286341 -10.005388 5.886051 0.21 -0.38 0.15 0.062
H -27.448134 -9.420118 7.350479 0.22 0.16 -0.18 0.071
H -27.447075 -8.514977 5.726108 0.33 0.15 0.59 0.072
H -29.772480 -7.901033 5.954980 -0.22 -0.55 -0.24 0.134
H -30.097590 -9.230633 8.620549 -0.02 -0.27 0.35 0.109
H -30.399765 -10.243350 7.166722 0.08 -0.33 0.08 0.123
H -32.470334 -8.819110 9.195066 0.12 -0.25 0.60 0.099
H -32.475810 -10.318037 8.265403 0.14 0.80 -0.84 0.035
H -33.659220 -9.020685 8.001839 0.25 0.23 -1.05 0.101
H -29.523341 -6.706167 8.078026 -0.27 0.05 -0.02 0.068
H -28.191461 -7.611228 8.300564 0.13 0.20 0.29 0.055
C -34.636384 -14.780074 14.242026 -1.12 -1.11 -1.89 -0.032
C -33.435833 -15.591451 13.629921 -1.38 -1.23 0.13 -0.375
C -33.008544 -15.429382 12.179311 -2.01 -0.06 -0.77 -0.159
O -31.805526 -16.137914 11.874795 -0.18 1.20 1.22 -0.217
C -31.169254 -15.654903 10.716298 -1.14 -0.83 -0.58 -0.256
N -32.322370 -15.179465 14.419885 1.77 -1.61 0.87 0.028
H -34.566125 -14.651839 15.322170 0.39 -0.25 -0.04 0.093
H -35.591690 -15.258328 14.025741 -0.03 -0.06 0.00 0.085
H -34.620632 -13.810396 13.744463 -1.27 -1.10 0.64 0.032
H -33.668713 -16.656246 13.638021 0.11 -0.34 0.90 0.136
H -33.109057 -14.353499 12.036207 1.11 -0.03 -0.98 0.107
H -33.717845 -15.929739 11.520032 -0.71 0.44 0.05 0.138
H -30.582011 -14.754897 10.898579 -0.26 0.27 -0.16 0.065
H -31.880218 -15.550932 9.896653 -0.02 0.06 0.88 0.088
H -30.458183 -16.421957 10.409537 -1.36 0.39 0.21 -0.031
H -31.514782 -15.362117 13.841483 0.69 0.02 0.14 0.078
H -32.248102 -15.842005 15.178583 0.21 0.20 0.50 0.111
C -33.831831 -14.927751 4.407082 -0.65 0.55 0.35 -0.039
C -33.071913 -14.178439 5.558452 -0.07 -1.00 -1.58 -0.198
O -33.550040 -12.846581 5.722192 -1.37 1.08 0.78 0.033
C -34.644675 -12.474746 6.463053 -1.35 0.62 0.19 -0.514
O -35.198094 -11.379074 6.367226 1.68 -2.16 0.18 0.114
O -35.069897 -13.455300 7.287734 1.42 -2.08 -2.09 -0.043
C -35.995647 -13.274777 8.334601 1.52 3.34 0.41 -0.020
H -33.958338 -14.405692 3.458635 0.71 0.74 0.14 0.072
H -34.882976 -15.049731 4.668472 0.00 -0.44 0.48 0.071
H -33.418541 -15.886061 4.092531 0.20 -0.12 0.63 0.060
H -32.034280 -14.051394 5.249772 -0.06 0.29 -0.12 0.119
H -32.994169 -14.761733 6.475960 -1.05 0.40 -0.33 0.082
H -35.928071 -13.989098 9.155132 -0.52 -0.95 -1.06 0.113
H -36.910332 -12.830512 7.942091 -0.36 -0.76 0.43 0.117
H -35.465096 -12.453585 8.816542 -1.09 0.55 0.63 0.057
C -39.584661 -14.939321 10.319725 -0.01 0.54 -0.62 -0.051
C -38.974535 -13.539527 10.529888 -0.99 0.22 1.31 -0.215
O -37.690514 -13.751721 11.114223 1.41 1.20 0.29 -0.010
C -36.853179 -12.675358 11.302444 -0.54 1.64 -1.77 -0.557
O -36.923762 -11.558726 10.758339 -0.63 -2.75 1.14 0.089
O -35.863290 -13.048851 12.081747 0.12 -0.70 -0.18 0.022
C -34.655624 -12.259616 11.957427 -3.08 1.47 -1.96 -0.037
H -39.193947 -15.656095 11.042003 0.32 0.18 -0.11 0.078
H -39.403962 -15.276082 9.298917 0.16 -0.26 0.11 0.070
H -40.664169 -14.970703 10.467294 -0.04 0.42 -0.07 0.071
H -39.551695 -13.001295 11.281740 -0.23 -0.13 0.31 0.118
H -38.972069 -12.793766 9.734942 0.40 -0.67 -0.65 0.119
H -34.340532 -12.142626 10.920545 -5.80 -1.26 3.10 0.005
H -33.856718 -12.664311 12.578764 -1.48 -0.37 -0.90 -0.060
H -34.898389 -11.257175 12.309972 0.15 0.28 0.03 0.133
C -30.123664 -16.289480 8.141200 -2.81 1.03 -1.51 -0.321
C -31.097091 -15.461848 7.284972 2.35 -0.95 1.61 -0.269
O -32.022398 -14.858433 8.216441 0.70 1.05 -0.93 -0.077
C -31.780194 -13.590253 8.594005 -2.87 1.62 -2.59 -0.507
O -30.877021 -12.871846 8.225775 -0.59 -1.48 0.45 0.116
O -33.018073 -13.151288 9.069744 1.80 -0.69 0.17 0.002
C -33.211552 -11.788757 9.546577 1.49 -1.06 -1.29 -0.050
H -29.506797 -16.954861 7.537170 -0.17 1.15 -0.49 0.035
H -30.680460 -16.967822 8.787687 -0.71 -0.06 -1.00 0.033
H -29.682398 -15.677315 8.927735 0.07 0.41 -1.84 0.005
H -31.569476 -16.267128 6.722408 -0.42 3.09 0.68 -0.109
H -30.460530 -14.854332 6.641686 -0.73 0.95 0.23 0.134
H -32.246930 -11.281219 9.544726 -0.70 0.01 0.17 0.074
H -33.621273 -11.996317 10.535088 4.64 1.87 -3.09 -0.013
H -33.995213 -11.320539 8.950970 0.33 0.07 -0.17 0.110
C -28.330977 -16.188021 10.480036 0.36 0.17 0.93 -0.875
Cl -28.593907 -17.504023 9.369785 3.70 -2.73 2.82 0.741
Cl -29.156012 -16.465932 12.031787 2.59 -0.63 1.41 0.692
H -27.274005 -15.979709 10.645925 -0.21 -0.20 -0.06 0.055
H -28.859460 -15.340428 10.043707 0.72 0.25 0.36 0.011
C -32.962491 -18.671819 7.269361 0.14 -1.27 1.05 -0.932
Cl -34.041403 -17.619798 8.218557 0.37 -0.10 -0.48 0.571
Cl -31.790307 -17.863111 6.252699 -1.00 -3.52 -1.87 0.744
H -32.344242 -19.247188 7.958442 -0.17 0.30 0.27 0.030
H -33.534085 -19.438331 6.746070 -0.17 0.65 -0.41 0.039
```
Positions in Å, forces in eV/Å.

***

Record 3
Formula: CH2N4O3
Source: the Open Molecules 2025 dataset
Level of theory: the ωB97M-V functional and the def2-TZVPD basis

energy above the lowest of the compared OMol25 structures with the same formula, charge and spin = 81.7 kcal/mol
spin multiplicity = 1
lowest unoccupied orbital energy (alpha / beta) = -1.47 / -1.47 eV
net charge = 0
highest occupied orbital energy (alpha / beta) = -11.1 / -11.1 eV
calculated total energy = -13163.535 eV
orbital gap (alpha / beta) = 9.66 / 9.66 eV

```
10
Properties=species:S:1:pos:R:3:forces:R:3:lowdin_charge:R:1
C -1.777892 -0.925563 -0.108141 -2.39 -1.72 1.86 -0.278
N -2.585157 -1.542618 0.450129 0.66 0.55 -0.71 0.179
N -0.828667 -0.204120 -0.638295 2.63 1.06 -2.06 0.035
N 0.216402 0.097056 0.122847 -1.90 4.03 3.11 0.044
N 1.545865 -0.284198 -0.070660 1.04 -0.66 -1.27 -0.412
O 1.678568 -1.474998 -0.292065 -0.43 0.64 -0.01 0.102
O 2.397828 0.543175 0.040230 -0.12 0.01 0.28 0.132
O 0.146859 1.852538 0.617150 0.42 -3.04 -5.89 0.010
H -0.875073 0.034925 -1.643218 0.27 -0.02 0.87 0.193
H 0.081264 1.903807 1.522023 -0.17 -0.84 3.81 -0.005
```
Positions in Å, forces in eV/Å.

***

Question: Look up the spin multiplicity of the first one.
Answer: 1

***

Question: Look up the calculated total energy of the first one.
Answer: -20945.084 eV